Record 1
Entry from the Open Molecules 2025 dataset: a structure of composition C32H33As2N2O10Rb at a distorted geometry (ωB97M-V/def2-TZVPD).

The calculation puts the energy relative to the best compared isomer or geometry (same formula, charge and spin) at 153.8 kJ/mol. The value obtained for the HOMO energy (alpha / beta) is -0.028 / -0.040 hartree. As for the LUMO energy (alpha / beta): 3.81 / 3.80 eV. The value obtained for the maximum force is 1.89 eV/Å. As for the orbital gap (alpha / beta): 4.58 / 4.90 eV. For the total energy, the calculation gives -179502.4030 eV. As for the total charge: -2.

Last column: Mulliken charge in e.
Positions of all 80 atoms, in Å:
Rb1 -0.68069 0.20616 -0.96337  0.509
C1 -2.05897 1.15288 -4.11805  -0.732
O1 -2.50031 0.20041 -3.15824  -0.106
C2 -3.28520 -0.81964 -3.57922  0.636
C3 -3.61303 -1.02332 -4.91394  -0.680
C4 -4.42846 -2.08723 -5.28573  -0.598
C5 -4.91590 -2.95010 -4.31864  -0.870
C6 -4.58842 -2.74584 -2.98360  -0.073
C7 -3.77971 -1.68809 -2.58187  0.113
N1 -3.37468 -1.43289 -1.24545  0.191
N2 -4.06259 -2.06230 -0.41207  -0.308
C8 -3.78418 -2.01133 0.92437  -0.190
C9 -2.76878 -1.18701 1.53916  0.192
O2 -2.08327 -0.35204 0.92647  -0.557
C10 -2.58198 -1.34878 2.98315  -0.803
C11 -3.33740 -2.16892 3.72719  -0.857
C12 -4.40237 -2.94840 3.14786  1.010
C13 -5.20689 -3.78028 3.94398  -0.818
C14 -6.22566 -4.52544 3.40150  -0.440
C15 -6.46255 -4.44165 2.02056  -0.733
C16 -5.68572 -3.63671 1.22108  -0.313
C17 -4.62635 -2.86073 1.75538  0.748
H1 -1.42464 0.69123 -4.87890  0.372
H2 -1.48196 1.89871 -3.56511  -0.101
H3 -2.90752 1.63623 -4.60488  0.398
H4 -3.23768 -0.35377 -5.67522  0.371
H5 -4.67421 -2.22878 -6.33095  0.355
H6 -5.54788 -3.78422 -4.59966  0.358
H7 -4.94782 -3.41559 -2.21378  0.350
H8 -1.78565 -0.75841 3.42078  0.432
H9 -3.15992 -2.26189 4.79512  0.314
H10 -5.00442 -3.82432 5.00962  0.333
H11 -6.83859 -5.16103 4.02851  0.361
H12 -7.26426 -5.02289 1.57853  0.362
H13 -5.87839 -3.56808 0.15960  0.329
C18 1.02741 -3.06947 0.09805  -0.488
O3 1.74688 -1.95897 0.62273  -0.240
C19 1.91802 -0.92618 -0.22596  -0.027
O4 1.44866 -0.98233 -1.37459  -0.891
C20 2.54608 0.25073 0.26917  0.565
C21 3.09811 0.46444 1.53582  0.365
As1 2.86624 2.18973 2.39706  0.210
C22 1.01472 2.61413 1.88138  -0.528
C23 3.69843 3.25614 0.94115  0.359
C24 3.54896 3.00177 -0.35498  0.030
As2 2.41688 1.57146 -1.16167  1.215
C25 3.91000 0.84672 -2.24696  -1.412
C26 4.34137 3.81230 -1.34756  0.044
O5 5.49990 3.57185 -1.59684  -0.639
O6 3.72577 4.78859 -2.01114  -0.398
C27 2.40681 5.21651 -1.56861  -0.251
C28 4.52824 4.38828 1.45066  0.246
O7 4.13971 5.52169 1.56440  -0.640
O8 5.77724 4.08876 1.86802  -0.393
C29 6.27133 2.75290 1.63708  -0.285
C30 3.84920 -0.55868 2.22390  -0.036
O9 4.27605 -1.61044 1.79108  -0.715
O10 4.14917 -0.21510 3.53494  -0.345
C31 4.88584 -1.19412 4.24174  -0.841
H14 1.07224 -3.83912 0.86503  0.224
H15 1.47576 -3.43207 -0.82482  0.279
H16 -0.01599 -2.81687 -0.09874  0.046
H17 0.33960 1.92348 2.38814  0.248
H18 0.84607 2.55579 0.80671  -0.011
H19 0.79113 3.63106 2.19938  0.394
H20 4.80467 0.71036 -1.64214  0.314
H21 4.13514 1.51505 -3.07594  0.462
H22 3.56984 -0.11394 -2.62970  0.395
H23 2.15113 6.05789 -2.20671  0.313
H24 2.44147 5.53855 -0.53041  0.195
H25 1.65539 4.43726 -1.69350  -0.038
H26 7.27309 2.73677 2.05820  0.339
H27 6.31219 2.53452 0.57244  0.174
H28 5.66064 2.00517 2.13917  0.105
H29 5.18649 -0.73132 5.18176  0.238
H30 5.76550 -1.51764 3.68603  0.305
H31 4.27866 -2.07912 4.44756  0.290
C32 -0.52313 3.49639 -1.61551  -1.145
H32 -0.90303 4.16868 -0.80775  0.165
H33 -0.80180 4.06248 -2.54223  0.244

Record 2
Entry from the Open Molecules 2025 dataset: a structure of composition C32H33AsN3O7PSTi at a distorted geometry (ωB97M-V/def2-TZVPD).

As for the expectation value of S²: 0.780. The calculation puts the energy relative to the best compared isomer or geometry (same formula, charge and spin) at 373.2 kJ/mol. The value obtained for the HOMO energy (alpha / beta) is -0.118 / -0.120 hartree. As for the LUMO energy (alpha / beta): 2.28 / 2.25 eV. The value obtained for the maximum force is 1.39 eV/Å. As for the orbital gap (alpha / beta): 5.49 / 5.51 eV. For the total energy, the calculation gives -156599.6507 eV. The spin multiplicity is 2. As for the total charge: -1.

Last column: Mulliken charge in e.
Positions of all 79 atoms, in Å:
Ti1 0.92681 0.27733 -0.62369  -0.202
C1 1.08964 -1.45542 5.74318  -0.557
C2 -0.02852 -2.14600 5.30460  -0.750
C3 -0.40261 -2.09440 3.96771  -0.361
C4 0.33334 -1.34177 3.05793  -0.236
C5 1.46832 -0.66271 3.50627  -0.037
C6 1.84354 -0.71906 4.83830  -0.871
P1 -0.08024 -1.21021 1.28322  2.878
C7 -1.78039 -1.84657 1.18625  0.009
C8 -2.77957 -1.28430 1.98093  -0.028
C9 -4.09284 -1.71095 1.85620  -0.800
C10 -4.42213 -2.69175 0.92901  -0.635
C11 -3.43209 -3.24913 0.13379  -0.692
C12 -2.11394 -2.83288 0.26267  -0.498
C13 1.01952 -2.38434 0.46036  0.055
C14 1.86331 -3.16180 1.20361  -0.968
C15 2.79631 -4.04039 0.53670  -0.699
C16 2.90784 -4.09518 -0.79403  -0.805
C17 2.11060 -3.20867 -1.70360  -0.832
C18 1.19078 -2.26838 -0.95555  0.904
H1 1.37875 -1.49630 6.78614  0.368
H2 -0.61231 -2.73415 6.00197  0.414
H3 -1.26944 -2.64842 3.63498  0.470
H4 2.07689 -0.11906 2.79438  0.527
H5 2.72825 -0.18967 5.16923  0.448
H6 -2.53074 -0.49593 2.67997  0.553
H7 -4.86130 -1.27261 2.48192  0.482
H8 -5.45000 -3.01841 0.82683  0.359
H9 -3.68402 -4.00908 -0.59521  0.430
H10 -1.34596 -3.25872 -0.36988  0.236
H11 1.87939 -3.09584 2.28147  0.390
H12 3.40013 -4.70289 1.14899  0.383
H13 3.55726 -4.83289 -1.25366  0.404
H14 1.48211 -3.81536 -2.37942  0.343
C19 3.92553 -0.56774 -2.83412  -1.771
C20 2.76735 -0.00150 -3.23272  0.190
N1 1.79297 0.56950 -2.41440  1.012
C21 0.85600 1.15554 -3.25565  -0.305
C22 1.16365 0.92484 -4.55312  0.078
N2 2.34144 0.20458 -4.54118  -0.105
C23 0.53522 1.30923 -5.82921  0.379
O1 -0.57920 2.02370 -5.76763  -0.602
O2 1.03248 0.97427 -6.88255  -0.664
C24 -0.25499 1.85922 -2.59489  1.245
O3 -1.14253 2.44809 -3.22424  -0.920
O4 -0.18908 1.80302 -1.30614  -0.212
H15 2.76580 -2.63706 -2.36555  0.105
H16 4.11251 -0.69929 -1.77868  0.340
H17 4.62070 -0.97130 -3.55542  0.293
H18 2.79071 -0.12617 -5.37505  0.229
H19 -0.84896 2.21030 -4.82088  0.440
C25 -4.96857 2.43491 1.02029  -1.145
As1 -3.14246 2.29829 0.38838  0.822
C26 -3.20702 0.84306 -0.87765  -0.329
C27 -2.88305 3.88520 -0.66706  -0.954
S1 -1.83654 2.17736 2.01267  -0.557
H20 -5.65046 2.58898 0.18348  0.386
H21 -5.03273 3.26534 1.72046  0.362
H22 -5.21726 1.50979 1.53812  0.278
H23 -4.24821 0.56608 -1.04222  0.584
H24 -2.65083 -0.01053 -0.50069  -0.296
H25 -2.75469 1.17894 -1.80715  0.106
H26 -3.64291 3.94126 -1.44624  0.393
H27 -1.90204 3.80722 -1.12819  0.119
H28 -2.92913 4.75411 -0.01346  0.412
O5 2.50228 0.38599 0.46524  -0.790
N3 2.26447 1.75339 0.35858  0.778
C28 1.67366 2.40303 1.44979  -0.282
C29 1.73954 3.75525 1.55867  -0.698
C30 2.50746 4.51606 0.65928  -0.481
C31 3.24831 3.81888 -0.31783  -0.748
C32 3.16353 2.47177 -0.44246  -0.421
H29 1.08063 1.77044 2.09013  0.353
H30 1.18093 4.22574 2.35600  0.412
H31 2.56379 5.59072 0.74193  0.383
H32 3.91335 4.34767 -0.98776  0.425
H33 3.70008 1.87117 -1.16123  0.483
O6 -0.49461 -0.84230 -1.32292  -0.489
O7 0.16622 -1.97114 -1.87834  -0.519

Record 3
Entry from the Open Molecules 2025 dataset: a structure of composition C32H33Cl2N3O4S2 at a distorted geometry (ωB97M-V/def2-TZVPD).

The value obtained for the HOMO energy is -0.342 hartree. As for the LUMO energy: -1.92 eV. The value obtained for the maximum force is 3.37 eV/Å. As for the orbital gap: 7.38 eV. For the total energy, the calculation gives -93090.7084 eV. As for the total charge: 0.

Last column: Mulliken charge in e.
Positions of all 76 atoms, in Å:
C1 0.39414 -1.83261 2.92620  -1.026
C2 0.81348 -0.68683 1.93521  -0.329
O1 1.18680 -1.32637 0.71358  -0.073
C3 0.65202 -0.71123 -0.45273  -1.936
C4 0.02244 -1.84010 -1.30690  0.108
C5 0.84407 -2.91236 -1.88321  0.094
C6 2.36267 -2.88528 -1.66122  -0.727
Cl1 3.25340 -2.33560 -3.14579  -0.136
C7 2.95941 -4.15517 -0.97478  1.007
C8 2.61920 -4.09821 0.55076  -1.239
Cl2 4.75219 -4.10641 -1.15122  -0.394
C9 0.19061 -3.88568 -2.64124  0.242
S1 0.95912 -5.30873 -3.44452  1.333
C10 0.76374 -6.69477 -2.27664  -1.074
O2 2.36560 -5.15943 -3.72148  -0.588
O3 0.26010 -5.70344 -4.64062  -0.674
C11 -1.24857 -3.78432 -2.79976  0.806
N1 -2.03379 -4.63508 -3.49323  -0.526
S2 -3.54986 -4.12669 -3.37934  0.145
N2 -3.39463 -2.78564 -2.43791  -0.689
C12 -2.08295 -2.74654 -2.21807  0.586
C13 -1.33659 -1.78339 -1.45355  0.536
O4 -2.07988 -0.74045 -0.83571  -0.455
C14 -2.14003 0.29069 -1.66363  0.591
N3 -2.04598 1.36432 -2.10572  -0.613
H1 -0.16083 -1.45780 3.79691  0.368
H2 -0.17923 -2.56620 2.32901  0.247
H3 1.32503 -2.35763 3.21486  0.255
H4 -0.05857 -0.01779 1.85461  0.287
H5 1.70223 -0.21131 2.38536  0.324
H6 -0.04113 0.11719 -0.26310  0.515
H7 1.50222 -0.32449 -1.05824  0.364
H8 2.54307 -2.06445 -0.94637  0.588
H9 2.56552 -5.10709 -1.33405  -0.177
H10 3.04138 -5.01983 0.98539  0.566
H11 1.51666 -4.21933 0.60692  0.340
H12 2.96969 -3.17600 1.02909  0.016
H13 -0.29436 -7.01460 -2.29444  0.419
H14 0.93182 -6.31990 -1.24756  0.337
H15 1.44332 -7.51771 -2.53812  0.389
C15 -4.18796 3.43386 2.24677  -0.371
C16 -4.54655 4.76584 2.09051  -0.532
C17 -4.33479 5.40442 0.87557  -0.136
C18 -3.77278 4.70771 -0.18646  -0.652
C19 -3.41696 3.37417 -0.03234  -0.168
C20 -3.62104 2.73896 1.18595  -0.311
H16 -4.35035 2.93672 3.19550  0.365
H17 -4.99104 5.30742 2.91660  0.364
H18 -4.60914 6.44586 0.75601  0.365
H19 -3.61201 5.20448 -1.13553  0.379
H20 -2.97951 2.82831 -0.86091  0.337
H21 -3.33896 1.69933 1.30887  0.386
C21 -5.06613 10.73690 0.66478  -0.389
C22 -4.54250 9.60858 0.04798  -0.339
C23 -4.92566 9.28263 -1.24616  -0.273
C24 -5.82596 10.09089 -1.92748  -0.456
C25 -6.34685 11.22124 -1.31210  -0.327
C26 -5.97038 11.54224 -0.01464  -0.387
H22 -4.76947 10.98890 1.67548  0.358
H23 -3.83480 8.98160 0.57720  0.400
H24 -4.52180 8.39863 -1.72465  0.363
H25 -6.12140 9.83944 -2.93860  0.357
H26 -7.04788 11.85252 -1.84425  0.351
H27 -6.38101 12.42107 0.46690  0.352
C27 8.15538 -4.43748 3.71586  -0.389
C28 8.58563 -5.26964 2.69076  -0.352
C29 7.89312 -5.30491 1.48742  -0.597
C30 6.77468 -4.50071 1.30476  0.375
C31 6.34789 -3.66667 2.32913  -0.253
C32 7.03479 -3.63740 3.53604  -0.431
H28 8.69360 -4.41229 4.65547  0.352
H29 9.46136 -5.89187 2.83032  0.361
H30 8.22522 -5.95893 0.69031  0.373
H31 6.23186 -4.52177 0.36295  -0.001
H32 5.47641 -3.03772 2.18630  0.357
H33 6.69761 -2.98994 4.33644  0.363